232
Properties=species:S:1:pos:R:3 method="wB97M-V/def2-TZVPD" fmax_ha_per_bohr=0.063 smiles=COCCOCCOC.COCCOCCOC.COCCOCCOC.COCCOCCOC.COCCOCCOC.COCCOCCOC.COCCOCCOC.COCCOCCOC.c1ccccc1.c1ccccc1.c1ccccc1.c1ccccc1 de_lowest_kj_mol=114.50 total_charge=0 total_energy_ha=-4630.077168 gap_ev=9.6
C 9.224 19.667 19.193
C 8.818 18.827 20.237
C 8.859 19.281 21.537
C 9.470 20.480 21.841
C 9.840 21.286 20.792
C 9.715 20.922 19.518
H 9.115 19.446 18.141
H 8.373 17.850 20.120
H 8.535 18.518 22.229
H 9.638 20.725 22.879
H 10.322 22.239 20.948
H 10.095 21.489 18.681
C 20.047 22.889 16.021
C 21.020 22.687 16.994
C 20.613 22.682 18.342
C 19.291 23.125 18.625
C 18.355 23.444 17.642
C 18.735 23.217 16.303
H 20.299 22.722 14.985
H 21.999 22.335 16.705
H 21.213 22.430 19.203
H 19.068 23.356 19.657
H 17.309 23.672 17.787
H 18.027 23.327 15.494
C 17.075 25.433 24.303
C 15.765 25.231 23.822
C 14.762 26.208 24.162
C 15.141 27.303 24.886
C 16.458 27.480 25.287
C 17.456 26.552 25.039
H 17.848 24.694 24.156
H 15.473 24.330 23.302
H 13.709 26.088 23.954
H 14.374 28.054 25.010
H 16.824 28.439 25.622
H 18.494 26.700 25.296
C 15.445 22.822 19.768
C 15.209 23.920 20.499
C 13.942 24.448 20.643
C 12.867 23.800 20.106
C 13.108 22.664 19.365
C 14.418 22.198 19.150
H 16.426 22.382 19.666
H 16.052 24.460 20.904
H 13.662 25.306 21.238
H 11.847 24.112 20.275
H 12.303 22.179 18.832
H 14.540 21.258 18.632
C 10.734 29.382 23.104
O 10.232 30.469 22.347
C 11.259 31.442 22.023
C 12.293 31.038 20.991
O 13.203 30.115 21.533
C 14.115 29.524 20.593
C 15.061 28.636 21.408
O 16.072 28.248 20.506
C 17.042 27.324 20.981
H 10.999 29.720 24.106
H 11.606 28.877 22.688
H 9.947 28.635 23.202
H 11.752 31.871 22.895
H 10.656 32.281 21.676
H 12.821 31.863 20.511
H 11.846 30.660 20.072
H 14.645 30.251 19.978
H 13.546 28.966 19.849
H 14.453 27.786 21.718
H 15.346 29.077 22.363
H 17.503 27.693 21.897
H 17.779 27.104 20.209
H 16.578 26.369 21.228
C 16.525 19.313 19.743
O 16.289 19.414 18.400
C 17.494 19.676 17.614
C 17.042 19.902 16.162
O 16.922 18.612 15.491
C 16.575 18.594 14.072
C 16.393 17.163 13.452
O 17.507 16.261 13.492
C 17.674 15.862 14.808
H 15.501 19.290 20.118
H 17.023 20.206 20.120
H 17.081 18.428 20.050
H 18.122 18.798 17.765
H 18.094 20.506 17.988
H 17.746 20.556 15.648
H 16.035 20.320 16.166
H 17.417 19.064 13.564
H 15.635 19.119 13.905
H 16.162 17.198 12.387
H 15.590 16.688 14.015
H 18.313 16.545 15.368
H 18.077 14.850 14.849
H 16.806 15.714 15.450
C 9.205 23.724 31.360
O 9.352 24.869 30.606
C 8.211 25.158 29.743
C 8.469 26.312 28.741
O 9.501 25.902 27.823
C 9.744 26.925 26.783
C 10.625 26.326 25.626
O 9.943 25.511 24.643
C 10.846 24.902 23.712
H 8.928 22.857 30.761
H 8.598 23.905 32.247
H 10.195 23.563 31.787
H 7.333 25.358 30.357
H 8.026 24.267 29.143
H 8.599 27.209 29.347
H 7.526 26.304 28.195
H 10.275 27.717 27.311
H 8.812 27.346 26.406
H 11.417 25.715 26.059
H 11.120 27.068 25.000
H 10.364 24.559 22.796
H 11.500 24.132 24.121
H 11.443 25.715 23.298
C 16.326 11.710 21.752
O 15.531 12.729 21.159
C 14.277 12.922 21.766
C 14.368 13.964 22.876
O 14.324 15.290 22.225
C 14.285 16.284 23.269
C 14.248 17.720 22.630
O 13.019 17.895 21.934
C 13.106 18.999 21.012
H 15.830 10.760 21.552
H 16.350 11.817 22.837
H 17.331 11.609 21.342
H 13.818 12.038 22.208
H 13.520 13.172 21.023
H 15.219 13.825 23.543
H 13.491 13.914 23.522
H 15.208 16.213 23.846
H 13.425 16.248 23.938
H 15.029 17.743 21.869
H 14.371 18.574 23.295
H 13.508 18.903 20.003
H 13.633 19.836 21.470
H 12.102 19.368 20.803
C 9.039 24.497 19.901
O 9.803 25.687 20.125
C 8.956 26.718 20.514
C 9.607 28.059 20.195
O 9.889 28.321 18.829
C 10.934 27.590 18.221
C 11.262 28.282 16.906
O 12.430 29.048 17.077
C 12.769 29.871 15.934
H 9.774 23.734 19.643
H 8.308 24.585 19.098
H 8.441 24.144 20.741
H 8.633 26.642 21.553
H 8.030 26.700 19.939
H 10.542 28.074 20.755
H 8.931 28.835 20.553
H 10.675 26.557 17.988
H 11.823 27.562 18.851
H 10.508 28.960 16.507
H 11.549 27.557 16.144
H 13.248 29.294 15.143
H 13.494 30.625 16.237
H 11.943 30.405 15.464
C 16.867 20.825 23.283
O 17.790 19.801 23.118
C 18.201 19.337 24.459
C 17.148 18.353 25.137
O 16.103 19.096 25.687
C 15.244 18.354 26.532
C 15.793 18.161 28.016
O 16.084 19.432 28.628
C 14.902 20.074 29.096
H 15.867 20.466 23.525
H 16.743 21.312 22.315
H 17.180 21.556 24.028
H 18.558 20.148 25.094
H 19.142 18.797 24.358
H 17.605 17.849 25.989
H 16.720 17.640 24.432
H 14.932 17.407 26.093
H 14.275 18.842 26.638
H 16.754 17.649 27.963
H 15.028 17.606 28.560
H 14.617 19.461 29.950
H 14.061 20.097 28.402
H 15.054 21.074 29.502
C 14.671 25.900 28.337
O 13.681 26.031 29.363
C 12.571 25.136 29.234
C 12.836 23.687 29.050
O 13.322 23.396 27.719
C 12.504 22.741 26.774
C 13.341 22.233 25.577
O 12.519 22.142 24.421
C 13.237 22.115 23.184
H 15.194 24.944 28.326
H 15.390 26.714 28.423
H 14.120 26.282 27.478
H 12.047 25.495 28.349
H 11.879 25.242 30.070
H 11.898 23.189 29.298
H 13.518 23.322 29.818
H 11.660 23.333 26.420
H 12.128 21.854 27.283
H 13.879 21.293 25.701
H 14.098 22.983 25.348
H 13.827 23.027 23.090
H 12.642 22.034 22.275
H 13.873 21.229 23.185
C 18.996 28.018 11.673
O 18.081 27.531 12.620
C 18.314 28.024 13.935
C 17.161 27.630 14.916
O 17.373 28.442 16.051
C 16.219 28.526 16.936
C 15.838 27.183 17.624
O 15.299 26.307 16.665
C 13.973 25.765 16.917
H 20.021 28.170 12.012
H 18.633 28.989 11.338
H 19.032 27.441 10.749
H 18.502 29.098 13.962
H 19.195 27.490 14.292
H 17.278 26.611 15.283
H 16.203 27.688 14.399
H 15.312 28.750 16.375
H 16.371 29.229 17.755
H 15.226 27.290 18.519
H 16.659 26.579 18.011
H 13.945 24.895 17.574
H 13.592 25.301 16.007
H 13.354 26.504 17.426